1.
Here is a structure of composition C54H52FN2O2PZr from the Open Molecules 2025 dataset. Energies are from ωB97M-V/def2-TZVPD.

HOMO-LUMO gap   6.16 eV
HOMO level   -6.90 eV
E_LUMO   -0.738 eV

Geometry as XYZ:
```
113
Properties=species:S:1:pos:R:3:lowdin_charge:R:1
Zr -0.42 -0.15 -0.87 1.78
C -3.09 0.45 2.26 -0.03
O -2.65 -0.17 1.05 -0.14
C -3.51 -1.04 0.44 -0.23
C -4.89 -0.92 0.46 -0.01
C -5.67 -1.87 -0.20 -0.07
C -5.07 -2.94 -0.86 -0.07
C -3.69 -3.06 -0.87 -0.01
C -2.91 -2.11 -0.23 -0.19
N -1.49 -2.12 -0.22 -0.07
N -0.99 -3.28 -0.15 0.14
C 0.36 -3.41 0.03 -0.15
C 1.16 -2.37 0.53 -0.29
O 0.78 -1.12 0.55 -0.22
C 2.41 -2.70 1.12 0.00
C 2.90 -3.96 1.07 0.00
C 2.17 -5.02 0.45 -0.17
C 2.70 -6.32 0.35 -0.03
C 1.98 -7.33 -0.22 -0.08
C 0.68 -7.07 -0.71 -0.08
C 0.14 -5.81 -0.62 -0.02
C 0.88 -4.76 -0.05 -0.11
H -3.59 -0.29 2.89 0.11
H -3.76 1.29 2.06 0.09
H -2.19 0.81 2.75 0.07
H -5.36 -0.10 0.98 0.11
H -6.74 -1.77 -0.19 0.11
H -5.68 -3.66 -1.37 0.11
H -3.20 -3.87 -1.38 0.11
H 2.96 -1.89 1.58 0.09
H 3.87 -4.19 1.49 0.12
H 3.70 -6.51 0.73 0.11
H 2.39 -8.33 -0.30 0.10
H 0.11 -7.87 -1.16 0.10
H -0.85 -5.61 -1.00 0.10
C 1.37 0.45 -2.41 -0.40
C 1.63 -0.91 -2.82 -0.28
C 2.73 -1.38 -2.11 -0.22
C 3.23 -0.33 -1.29 -0.22
C 2.45 0.79 -1.48 -0.25
C 2.77 2.17 -0.99 -0.06
C 4.47 -0.39 -0.45 -0.03
C 3.39 -2.71 -2.31 -0.03
C 1.21 -1.49 -4.14 -0.05
C 0.83 1.46 -3.41 -0.06
H 3.66 2.55 -1.50 0.10
H 2.99 2.20 0.08 0.05
H 1.97 2.87 -1.17 0.04
H 5.37 -0.34 -1.08 0.09
H 4.55 -1.32 0.12 0.05
H 4.52 0.44 0.25 0.07
H 4.01 -2.71 -3.22 0.09
H 2.66 -3.51 -2.43 0.08
H 4.04 -2.97 -1.48 0.06
H 1.98 -1.28 -4.88 0.09
H 0.27 -1.07 -4.50 0.07
H 1.10 -2.58 -4.11 0.07
H 1.49 1.51 -4.29 0.09
H 0.79 2.47 -2.99 0.06
H -0.17 1.21 -3.77 0.07
C 0.34 5.06 -0.38 -0.04
C 1.24 5.02 0.82 -0.27
C 2.03 6.14 1.08 -0.05
C 2.87 6.21 2.18 -0.08
C 2.92 5.14 3.06 -0.08
C 2.14 4.01 2.82 -0.08
C 1.30 3.93 1.71 -0.30
P 0.33 2.40 1.37 1.15
C 0.70 1.42 2.89 -0.32
C 1.84 0.65 2.64 -0.14
C 2.49 -0.05 3.64 -0.08
C 1.98 -0.03 4.93 -0.07
C 0.83 0.70 5.19 -0.05
C 0.18 1.44 4.20 -0.26
C -1.01 2.24 4.65 -0.05
C -1.36 3.08 1.26 -0.36
C -1.87 4.07 2.09 -0.12
C -3.15 4.56 1.94 -0.08
C -3.94 4.06 0.91 -0.08
C -3.42 3.15 0.02 -0.05
C -2.11 2.66 0.14 -0.33
C -1.55 1.81 -0.94 -0.28
H 0.75 5.72 -1.14 0.09
H -0.66 5.42 -0.12 0.09
H 0.21 4.07 -0.82 0.04
H 1.99 6.97 0.39 0.11
H 3.47 7.09 2.35 0.10
H 3.56 5.17 3.93 0.10
H 2.20 3.19 3.51 0.10
H 2.23 0.61 1.63 0.07
H 3.38 -0.62 3.41 0.10
H 2.46 -0.58 5.72 0.10
H 0.42 0.71 6.19 0.11
H -0.70 3.15 5.16 0.09
H -1.60 1.66 5.36 0.09
H -1.66 2.53 3.83 0.03
H -1.23 4.47 2.88 0.11
H -3.53 5.33 2.61 0.10
H -4.95 4.43 0.77 0.10
H -4.02 2.82 -0.82 0.11
H -0.73 2.34 -1.47 0.03
H -2.32 1.68 -1.70 0.03
F -4.06 -2.97 -5.45 0.05
C -3.27 -2.33 -4.55 -0.29
C -3.55 -1.03 -4.20 -0.02
C -2.73 -0.40 -3.27 -0.12
C -1.63 -1.02 -2.67 -0.25
C -1.40 -2.34 -3.08 -0.18
C -2.19 -3.00 -4.01 -0.02
H -4.40 -0.53 -4.64 0.11
H -3.00 0.63 -3.03 0.07
H -0.58 -2.90 -2.65 0.09
H -1.98 -4.02 -4.31 0.12
```

=====

2.
Here is a structure of composition C5H13FeO2 from the Open Molecules 2025 dataset. Energies are from ωB97M-V/def2-TZVPD.

Net charge   +2
HOMO-LUMO gap (alpha / beta)   9.45 / 8.52 eV
Multiplicity   6
HOMO level (alpha / beta)   -19.27 / -19.86 eV
E_LUMO (alpha / beta)   -9.816 / -11.341 eV

Geometry as XYZ:
```
21
Properties=species:S:1:pos:R:3:mulliken_spin:R:1
C 2.63 0.92 -0.99 0.00
O 1.34 0.57 -0.51 0.13
C 1.26 -0.74 0.57 0.01
H 2.88 0.14 -1.73 0.01
H 2.57 1.90 -1.48 0.00
H 3.40 0.90 -0.21 0.01
H 1.74 -1.59 0.06 0.00
H 2.15 -0.41 1.13 0.00
C -2.76 0.79 -0.56 0.01
O -1.51 0.44 0.04 0.09
C -1.31 -0.98 0.15 -0.01
C -0.09 -1.27 1.00 0.01
H -2.82 1.88 -0.61 0.00
H -2.83 0.36 -1.57 0.00
H -3.58 0.40 0.07 0.01
H -1.20 -1.40 -0.86 0.00
H -2.20 -1.40 0.62 0.01
H -0.01 -2.37 1.07 0.00
H -0.29 -0.91 2.02 0.00
H 0.65 1.06 1.64 0.48
Fe -0.02 1.71 0.16 4.22
```

=====

3.
Here is a cluster of 2 separate species, C2H5ClOS in total from the Open Molecules 2025 dataset. Energies are from ωB97M-V/def2-TZVPD.

HOMO-LUMO gap   8.66 eV
SMILES   CC=O.SCl
HOMO level   -9.30 eV
E_LUMO   -0.642 eV

Geometry as XYZ:
```
10
Properties=species:S:1:pos:R:3:lowdin_charge:R:1
C -1.48 0.60 0.22 -0.05
C -1.05 -0.74 0.69 -0.25
O 0.06 -1.26 0.40 -0.09
H -1.33 1.50 0.81 0.10
H -1.27 0.62 -0.78 0.05
H -2.56 0.51 0.30 0.07
H -1.59 -1.34 1.47 0.12
S 2.58 -0.01 -1.48 0.16
Cl 2.99 -0.73 0.48 0.00
H 3.64 0.86 -2.11 -0.11
```

=====

4.
Here is a cluster of 2 separate species, C2H8N3S in total from the Open Molecules 2025 dataset. Energies are from ωB97M-V/def2-TZVPD.

Net charge   +1
HOMO-LUMO gap   7.93 eV
HOMO level   -12.66 eV
E_LUMO   -4.724 eV

Geometry as XYZ:
```
14
Properties=species:S:1:pos:R:3:lowdin_charge:R:1
C 0.91 0.05 -0.35 -0.14
C 2.17 0.70 -0.09 -0.03
N 0.66 -1.19 -0.46 0.20
N -2.55 -0.65 0.76 -0.29
N -0.88 1.06 0.07 -0.31
S -2.18 0.39 -0.51 0.87
H 2.55 1.10 -1.04 0.11
H 2.92 0.01 0.32 0.10
H 2.03 1.54 0.58 0.10
H 1.37 -1.93 -0.38 0.16
H -0.30 -1.51 -0.61 0.10
H -2.83 -0.17 1.61 0.05
H -3.23 -1.34 0.50 0.04
H -0.63 1.93 -0.39 0.04
```

=====

5.
Here is a cluster of 2 separate species, C6H12N3 in total from the Open Molecules 2025 dataset. Energies are from ωB97M-V/def2-TZVPD.

Net charge   +1
HOMO-LUMO gap   10.04 eV
HOMO level   -13.73 eV
E_LUMO   -3.691 eV

Geometry as XYZ:
```
21
Properties=species:S:1:pos:R:3:lowdin_charge:R:1
C -0.69 -1.95 -1.13 -0.01
C -0.62 -2.19 -2.30 0.04
C 1.80 0.80 1.53 -0.07
C 1.43 -0.66 1.51 -0.10
C 1.25 0.16 0.31 -0.26
C 0.00 0.52 -0.27 -0.27
N -1.18 0.74 0.45 0.01
N -0.11 0.89 -1.58 0.21
N -2.18 1.05 -0.39 -0.01
H -0.74 -1.77 -0.14 0.00
H -0.68 -2.24 -3.43 0.07
H 1.19 1.37 2.24 0.12
H 2.91 0.97 1.69 0.14
H 2.22 -1.36 1.44 0.11
H 0.68 -0.80 2.27 0.12
H 1.99 -0.08 -0.54 0.20
H -1.41 0.16 1.33 0.21
H 0.57 0.60 -2.20 0.10
H -1.09 0.95 -1.89 0.11
H -2.06 2.03 -0.77 0.16
H -3.13 0.78 -0.23 0.13
```

=====

6.
Here is the molecule C6H11FO2S from the Open Molecules 2025 dataset. Energies are from ωB97M-V/def2-TZVPD.

HOMO-LUMO gap (alpha / beta)   8.45 / 8.45 eV
HOMO level (alpha / beta)   -8.86 / -8.86 eV
E_LUMO (alpha / beta)   -0.411 / -0.410 eV

Geometry as XYZ:
```
21
Properties=species:S:1:pos:R:3:lowdin_charge:R:1
C -0.97 -0.51 1.00 -0.20
C 0.48 -0.70 0.94 -0.42
C 1.01 -0.15 -0.39 -0.12
C -0.22 1.93 -0.42 -0.23
C 0.94 -2.20 1.13 -0.07
C -0.70 2.09 -1.87 -0.09
O -0.73 1.97 2.22 -0.35
O -2.64 1.65 0.74 -0.35
F 0.55 -0.69 -1.48 0.07
S -1.22 1.42 0.95 0.67
H -1.53 -0.71 0.08 0.10
H -1.46 -1.10 1.84 0.14
H 0.98 -0.11 1.83 0.18
H 2.00 0.27 -0.45 0.13
H 0.73 2.15 -0.05 0.05
H 0.63 -2.52 2.11 0.05
H 2.10 -2.34 1.22 0.11
H 0.40 -2.91 0.36 0.12
H -0.58 1.08 -2.35 0.08
H 0.11 2.69 -2.29 0.08
H -1.73 2.39 -1.90 0.07
```

=====

7.
Here is the molecule C5H3NO from the Open Molecules 2025 dataset. Energies are from ωB97M-V/def2-TZVPD.

HOMO-LUMO gap   10.49 eV
SMILES   C#Cc1cnoc1
HOMO level   -9.59 eV
E_LUMO   0.897 eV

Geometry as XYZ:
```
10
Properties=species:S:1:pos:R:3:lowdin_charge:R:1
C -2.55 -0.05 0.15 0.13
C -1.38 -0.07 -0.07 -0.08
C 0.06 -0.07 -0.10 -0.22
C 1.05 -1.07 -0.03 -0.15
N 2.21 -0.68 0.12 0.10
O 2.12 0.73 0.11 -0.02
C 0.82 1.04 -0.11 -0.06
H -3.58 0.14 0.23 0.02
H 0.89 -2.05 -0.23 0.11
H 0.36 2.07 -0.07 0.17
```

=====

8.
Here is a cluster of 2 separate species, C2H9N2S2 in total from the Open Molecules 2025 dataset. Energies are from ωB97M-V/def2-TZVPD.

Net charge   +1
HOMO-LUMO gap   8.78 eV
HOMO level   -12.79 eV
E_LUMO   -4.014 eV

Geometry as XYZ:
```
15
Properties=species:S:1:pos:R:3:lowdin_charge:R:1
C -0.76 -2.05 0.06 -0.09
C -0.43 -0.67 0.09 -0.68
N 0.83 -0.36 -0.02 0.11
N 2.05 2.11 -0.12 0.01
S -3.37 -0.27 0.23 0.42
S -1.60 0.67 -0.06 0.61
H -1.56 -2.26 -0.64 0.08
H 0.13 -2.50 -0.40 0.11
H -0.90 -2.48 1.08 0.14
H 1.61 -0.85 -0.32 0.11
H 1.20 0.71 -0.13 0.08
H 2.82 2.18 -0.76 0.05
H 1.54 3.00 -0.04 0.06
H 2.49 1.88 0.89 0.14
H -4.05 0.89 0.13 -0.15
```